Record 1
{
  "formula": "C3H3O4Pt",
  "method": "ωB97M-V/def2-TZVPD",
  "symbols": ["O", "C", "O", "O", "C", "O", "Pt", "C", "H", "H", "H"],
  "xyz": [[-1.66, 1.31, 0.05], [-0.54, 0.89, -0.26], [0.32, 1.38, -1.04], [0.17, -1.40, 0.16], [0.06, -0.18, 0.67], [0.83, 0.12, 1.56], [2.37, 1.12, -0.85], [-1.00, -2.20, -0.02], [-0.66, -3.24, 0.00], [-1.73, -2.03, 0.79], [-1.47, -1.98, -0.98]],
  "charge": -1,
  "lumo_ev": [3.417, 2.983],
  "multiplicity": 3
}


Record 2
{
  "formula": "C3H3O5P",
  "method": "ωB97M-V/def2-TZVPD",
  "symbols": ["C", "C", "C", "O", "O", "O", "O", "O", "P", "H", "H", "H"],
  "xyz": [[0.67, 0.87, 1.02], [-0.02, 2.27, 0.90], [0.30, -0.35, -0.72], [0.74, 3.09, 0.34], [0.32, -3.07, -0.18], [1.57, 0.55, 1.75], [-1.09, 2.50, 1.40], [-1.30, -2.16, -1.89], [-0.56, -1.95, -0.63], [-0.42, 0.10, -1.36], [1.25, -0.27, -1.03], [-1.47, -1.59, 0.39]],
  "de_lowest_kj_mol": 178.6,
  "charge": -2,
  "lumo_ev": 6.628
}


Record 3
{
  "formula": "C3H3OP",
  "method": "ωB97M-V/def2-TZVPD",
  "symbols": ["C", "C", "C", "O", "P", "H", "H", "H"],
  "xyz": [[-0.49, 0.26, -0.50], [0.67, -0.02, -0.49], [-2.20, 0.40, 0.06], [-3.10, 0.17, -0.68], [2.42, -0.32, -0.49], [-2.17, 0.60, 1.10], [2.49, -1.49, 0.34], [2.38, 0.42, 0.65]],
  "de_lowest_kj_mol": 332.7,
  "charge": 0,
  "smiles": "O=CC#CP",
  "lumo_ev": 0.106
}


Record 4
{
  "formula": "C3H3OP",
  "method": "ωB97M-V/def2-TZVPD",
  "symbols": ["C", "C", "C", "O", "P", "H", "H", "H"],
  "xyz": [[-0.84, 1.40, 0.45], [-0.11, 0.51, 0.06], [0.86, -0.65, -0.48], [3.22, 0.13, 0.81], [2.53, 0.50, -0.40], [-1.78, 1.85, 0.53], [0.35, -0.92, -1.40], [0.82, -1.52, 0.30]],
  "de_lowest_kj_mol": 220.5,
  "charge": 0,
  "smiles": "C#CCP=O",
  "lumo_ev": -0.740
}


Record 5
{
  "formula": "C3H3OP",
  "method": "ωB97M-V/def2-TZVPD",
  "symbols": ["C", "C", "C", "O", "P", "H", "H", "H"],
  "xyz": [[-0.72, 0.39, 0.03], [0.14, -0.73, -0.37], [0.67, -0.11, 0.66], [-3.80, -0.86, -0.06], [-3.20, 0.45, -0.06], [-0.66, 1.32, -0.53], [0.25, -1.51, -1.09], [1.34, 0.01, 1.46]],
  "de_lowest_kj_mol": 410.8,
  "charge": 0,
  "lumo_ev": [-0.842, -0.842]
}


Record 6
{
  "formula": "C3H3OP",
  "method": "ωB97M-V/def2-TZVPD",
  "symbols": ["C", "C", "C", "O", "P", "H", "H", "H"],
  "xyz": [[-0.06, 0.18, 0.00], [0.59, -0.80, -0.30], [-0.33, 2.57, 0.36], [-0.90, 2.98, 1.28], [0.74, -2.52, -0.37], [0.41, 2.92, -0.41], [-0.30, -2.62, -1.22], [-0.14, -2.71, 0.65]],
  "de_lowest_kj_mol": 398.6,
  "charge": 0,
  "lumo_ev": [0.604, -3.329],
  "multiplicity": 3
}